Entry 1:
DFT (ωB97M-V/def2-TZVPD) results for a structure of composition C40H36AuBrIN3O3PSe2.

Summary:
E = -274489.664 eV
energy relative to the best compared isomer or geometry (same formula, charge and spin) = 9.7 kcal/mol
net charge = +1

Each line ends with the Mulliken charge.
Element x y z (Å)
O 1.89 -0.67 -4.49  -0.555
H -0.54 -0.50 -5.52  0.540
C -5.90 2.12 2.61  -0.562
C -6.09 0.85 2.07  -0.680
C -3.49 -2.71 5.98  -0.683
C -3.77 4.62 -0.63  0.164
H 1.76 2.25 0.21  0.314
C 2.31 0.47 -5.24  -0.911
Br -3.78 5.41 1.09  -0.160
C 0.71 -0.50 -3.80  0.340
C 6.79 -0.16 -2.79  -0.802
N 1.83 -0.10 0.38  -0.410
P -2.48 -0.91 2.52  0.408
C -3.10 -3.51 3.35  -0.316
H 5.93 0.89 -1.11  0.488
C -2.95 -2.18 3.70  0.841
H 4.30 -0.43 0.37  0.194
H 2.64 -4.48 -2.64  0.243
H -5.45 4.90 -3.54  0.381
C -3.64 -4.05 5.62  -0.451
C -2.83 3.66 -0.99  -0.027
H 1.51 0.81 -5.90  0.406
C 3.87 -0.54 4.05  -0.514
H -5.21 -1.04 1.61  0.372
C 6.66 -1.24 -3.63  -0.781
C -3.81 0.30 2.55  0.830
C 3.05 0.92 2.31  0.943
H 5.55 -3.00 -4.13  0.443
C -4.71 4.55 -2.83  -0.568
H 7.60 0.54 -2.91  0.416
I -1.40 2.94 0.34  0.287
Se -2.23 -1.72 0.49  -0.177
N 3.91 -0.67 -0.53  0.352
C -1.59 -0.25 -2.30  -0.713
O 3.05 2.21 1.86  -0.500
H -2.64 1.85 3.48  0.403
H 4.41 -0.67 4.98  0.418
C -2.83 3.17 -2.29  -0.147
Au -0.28 -0.28 0.39  1.077
C -3.77 3.60 -3.21  -0.694
H 2.78 -0.72 -2.63  0.062
H 2.18 -2.29 1.70  0.478
H -3.03 -0.74 5.31  0.376
H 7.37 -1.40 -4.43  0.414
C 2.50 -0.18 1.65  -1.139
H 3.40 -2.64 3.83  0.454
H -4.51 3.46 3.55  0.569
H -2.09 2.44 -2.58  0.432
Se -0.52 -0.07 2.91  -0.274
C -4.66 2.47 3.13  -0.672
H -3.91 -4.78 6.37  0.395
H 4.37 -4.60 -3.00  0.405
H -3.75 3.21 -4.22  0.414
H 2.59 1.28 -4.56  0.254
C 3.31 -1.64 3.41  -1.044
C -3.45 -4.44 4.31  -0.644
H -5.43 5.81 -1.25  0.418
C 0.79 -0.45 -2.40  0.162
C -1.66 -0.29 -3.68  -0.906
C 5.62 -2.15 -3.47  -0.779
C 2.58 -0.42 -0.66  0.770
H -2.62 -0.23 -4.17  0.495
H 1.02 2.58 1.80  0.083
H -2.94 -3.83 2.32  0.251
H -3.64 -2.41 7.01  0.402
C 5.86 0.03 -1.78  -0.607
C -3.14 -1.78 5.03  -0.512
C 3.74 0.72 3.51  -0.576
H -2.50 -0.16 -1.73  0.606
H -7.06 0.57 1.67  0.436
H 2.09 3.78 1.06  0.311
C 2.63 -1.45 2.23  0.165
C -4.71 5.06 -1.55  -0.490
C -0.36 -0.35 -1.64  -0.284
H 4.16 1.59 3.99  0.490
C -5.05 -0.06 2.04  -0.601
C 4.70 -1.98 -2.44  0.648
C 3.50 -3.95 -3.03  -1.017
O 3.68 -2.83 -2.17  -0.322
H 3.17 0.16 -5.83  0.279
C 1.91 2.72 1.18  -0.500
H 3.30 -3.62 -4.05  0.386
H -3.57 -5.48 4.03  0.404
C 4.81 -0.86 -1.60  0.597
N 2.11 -0.47 -1.91  0.145
C -3.61 1.57 3.09  -0.256
H -6.71 2.83 2.63  0.423
C -0.51 -0.44 -4.44  -0.317



Entry 2:
DFT (ωB97M-V/def2-TZVPD) results for a structure of composition C17H19N5O2Re.

Summary:
E = -31563.025 eV
energy relative to the best compared isomer or geometry (same formula, charge and spin) = 25.1 kcal/mol
spin multiplicity = 4
net charge = +4

Each line ends with the Mulliken charge.
Element x y z (Å)
H -1.88 -1.32 2.38  0.535
C 4.20 -2.75 -0.79  -1.223
C -1.13 -0.10 -2.24  -0.363
O 2.72 1.03 1.79  -0.305
O 0.25 -2.90 1.86  -0.305
C 0.87 -1.39 -2.58  -0.537
C -0.38 1.54 2.50  -0.219
H -0.38 5.23 0.03  0.353
C 1.63 -0.21 -2.57  -0.520
C 1.03 1.01 -2.28  -0.520
H -1.09 -2.26 -2.23  0.567
H 0.41 2.25 2.36  0.430
H 1.34 -2.36 -2.78  0.626
H -1.42 2.58 3.98  0.285
C -0.49 -1.35 -2.30  -0.499
H 1.18 4.93 -0.78  0.370
H 4.87 -2.30 -1.53  0.366
C 0.54 4.64 0.05  -1.136
H -4.91 -1.77 0.35  0.353
C 0.22 3.25 -0.06  0.614
N -1.36 1.75 3.40  0.038
C -2.88 -1.55 -0.05  0.636
H 1.62 1.92 -2.19  0.578
C -0.37 1.07 -2.23  -0.350
N -2.05 -0.73 -0.05  -0.505
C -2.14 0.60 3.46  -0.559
N -0.53 0.36 1.94  -0.141
H -3.87 -3.17 0.76  0.368
H -2.21 -0.01 -2.22  0.537
C -1.58 -0.29 2.58  -0.051
H -4.26 -2.82 -0.94  0.384
Re 0.56 -0.40 0.07  2.071
C 0.29 -1.96 1.16  0.257
H 1.07 4.81 0.99  0.353
H 4.69 -2.77 0.20  0.385
N 2.06 -1.37 -0.43  -0.336
H 2.71 -0.24 -2.76  0.624
C -4.05 -2.37 0.04  -1.197
H -2.98 0.43 4.12  0.436
H -0.90 2.02 -2.22  0.526
N -0.21 2.17 -0.07  -0.521
C 3.01 -1.98 -0.69  0.936
C 1.88 0.56 1.11  0.291
H 3.95 -3.77 -1.10  0.366



Entry 3:
DFT (ωB97M-V/def2-TZVPD) results for the molecule C4H8S3.

Summary:
E = -36782.936 eV
SMILES = CSCSC(C)=S
energy relative to the best compared isomer or geometry (same formula, charge and spin) = 7.3 kcal/mol
net charge = 0

Each line ends with the Mulliken charge.
Element x y z (Å)
H 0.51 -1.72 -1.35  0.383
H 0.60 -1.65 0.43  0.383
H -2.90 1.40 -1.32  0.328
H -2.44 1.78 0.33  0.340
C 2.88 0.22 0.75  -0.825
S -2.29 -1.65 0.09  -0.272
H -3.75 0.71 0.04  0.350
S 2.57 -0.77 -0.68  -0.023
C -2.78 1.02 -0.35  -1.174
C -1.85 -0.13 -0.24  0.404
H 3.91 0.62 0.76  0.309
H 2.22 1.11 0.81  0.264
H 2.70 -0.29 1.72  0.280
C 0.82 -1.11 -0.52  -0.668
S -0.20 0.46 -0.45  -0.079



Entry 4:
DFT (ωB97M-V/def2-TZVPD) results for the molecule C2H2.

Summary:
E = -2103.966 eV
SMILES = C#C
energy relative to the best compared isomer or geometry (same formula, charge and spin) = 2.5 kcal/mol
net charge = 0

Each line ends with the Mulliken charge.
Element x y z (Å)
C 0.03 0.08 -0.59  -0.311
H 0.17 -0.20 1.59  0.390
C 0.15 -0.11 0.57  -0.406
H -0.36 0.23 -1.57  0.327